Entry 1:
A single CH3NOS2 molecule, computed with the ωB97M-V functional and the def2-TZVPD basis.

Cartesian coordinates (Å):
C: 0.58981 0.07423 -0.53845
N: -0.19846 0.92809 -1.04436
S: -1.38430 1.51919 -0.15299
O: -0.93756 2.79285 0.26878
S: -2.86479 1.48441 -1.29669
H: 1.41160 -0.31848 -1.10628
H: 0.34474 -0.40602 0.40593
H: -1.31096 0.74360 1.12120

Charge: 0
Gap between HOMO and LUMO (eV): 9.359
Spin multiplicity: 1

Charges per atom according to natural (NBO) partitioning, unit e: number 1, C, carries 0.01; number 2, N, carries -0.64; number 3, S, carries 1.57; number 4, O, carries -0.94; number 5, S, carries -0.37; number 6, H, carries 0.20; number 7, H, carries 0.16; number 8, H, carries 0.01

***

Entry 2:
A molecular structure, C49H47FeN4O2S3Te, computed with the ωB97M-V functional and the def2-TZVPD basis.

Cartesian coordinates (Å):
Fe: 0.20017 0.36487 0.17430
C: -1.80925 -1.99382 3.34299
C: -0.74805 -1.47297 2.40410
N: -1.06256 -0.64600 1.45174
N: -2.44236 -0.39923 1.35281
C: -2.71761 0.61550 0.61301
S: -1.68981 1.68460 -0.21448
S: -4.48041 0.96046 0.46504
C: -5.11612 -0.72180 0.20793
C: -5.30298 -1.58099 1.42622
C: -6.13689 -1.18250 2.46715
C: -6.34217 -2.00175 3.56514
C: -5.71787 -3.24061 3.63714
C: -4.87967 -3.64433 2.60735
C: -4.67071 -2.81751 1.51408
C: 0.63183 -1.90846 2.65035
C: 0.86399 -2.84552 3.67797
C: 2.10940 -3.33687 3.99076
C: 3.20449 -2.88006 3.24940
C: 3.02757 -1.97736 2.23609
C: 1.74647 -1.46569 1.87868
O: 1.71914 -0.64927 0.88586
H: -2.76430 -1.52061 3.14924
H: -1.50525 -1.80290 4.37239
H: -1.92897 -3.07276 3.22675
H: -4.47017 -1.21880 -0.51482
H: -6.08233 -0.56718 -0.27981
H: -6.60903 -0.20779 2.42161
H: -6.98608 -1.66989 4.37073
H: -5.87346 -3.88050 4.49717
H: -4.36929 -4.59847 2.66127
H: -3.99171 -3.11796 0.72449
H: 0.02578 -3.21047 4.25229
H: 2.23491 -4.05947 4.78621
H: 4.20278 -3.24001 3.47487
H: 3.85688 -1.61347 1.64236
S: 1.83429 4.17367 2.11008
C: 0.54588 3.69559 3.16886
C: 0.03279 4.37412 4.26777
C: -1.03460 3.81433 4.94246
C: -1.58171 2.59419 4.53533
C: -1.07126 1.90996 3.45086
C: 0.00455 2.46842 2.75720
N: 0.63246 1.92217 1.64834
C: 1.56569 2.72349 1.19271
C: 2.22394 2.40929 -0.06467
C: 3.33555 3.11755 -0.52426
C: 3.95154 2.71021 -1.69218
C: 3.45803 1.58905 -2.35581
C: 2.34110 0.90706 -1.88966
C: 1.65841 1.32417 -0.74237
H: 0.44974 5.32352 4.57367
H: -1.45751 4.33152 5.79495
H: -2.43023 2.18208 5.06771
H: -1.50412 0.97688 3.12855
H: 3.72170 3.96673 0.02804
H: 4.81145 3.24338 -2.07728
H: 3.95233 1.24420 -3.25828
H: 1.99618 0.02771 -2.42370
C: 0.43943 -2.99673 -0.63602
C: 0.33243 -1.88171 -1.67026
O: 0.70740 -2.14923 -2.82537
N: -0.23453 -0.73841 -1.28857
Te: -0.68981 0.87858 -3.38331
C: -0.79320 2.18331 -5.08425
C: -0.16828 3.43416 -4.99373
C: 0.60381 3.86354 -3.77317
C: -0.28228 4.33928 -6.04533
C: -0.99488 4.03605 -7.19692
C: -1.12824 5.03242 -8.31674
C: -1.56772 2.77545 -7.29182
C: -1.46448 1.84236 -6.26453
C: -2.09289 0.49119 -6.47835
C: -2.79389 0.61794 -3.40081
C: -3.65467 1.72722 -3.33005
C: -3.16404 3.14472 -3.25016
C: -5.02982 1.52545 -3.32933
C: -5.58895 0.25860 -3.37548
C: -7.08114 0.07103 -3.34456
C: -4.72861 -0.82499 -3.42384
C: -3.34276 -0.67367 -3.42660
C: -2.51614 -1.92645 -3.43149
H: 0.22259 -3.93250 -1.15151
H: -0.22696 -2.87524 0.21533
H: 1.46353 -3.03102 -0.26828
H: 1.25027 3.07820 -3.38323
H: -0.07130 4.13561 -2.95741
H: 1.22619 4.72938 -4.00150
H: 0.19549 5.31008 -5.95711
H: -0.62658 5.96830 -8.06870
H: -2.17612 5.26128 -8.52443
H: -0.69021 4.65531 -9.24414
H: -2.10659 2.50222 -8.19524
H: -2.02488 0.20505 -7.53014
H: -3.14832 0.49209 -6.19466
H: -1.60263 -0.27261 -5.87516
H: -2.23870 3.20370 -2.67968
H: -3.91300 3.76918 -2.76141
H: -2.96572 3.55243 -4.24456
H: -5.68024 2.39206 -3.25780
H: -7.53361 0.63253 -2.52373
H: -7.34106 -0.98062 -3.21460
H: -7.55056 0.41845 -4.26853
H: -5.13899 -1.83075 -3.44957
H: -3.05359 -2.73112 -3.93692
H: -2.30487 -2.24246 -2.40588
H: -1.53819 -1.79473 -3.89393

Charge: -2
Gap between HOMO and LUMO (spin up / spin down) (eV): 5.500 / 5.516
Spin multiplicity: 2

Here are the Löwdin charges for atoms 1 to 99, given in e: number 1, Fe, carries 0.22; number 2, C, carries -0.04; number 3, C, carries -0.26; number 4, N, carries -0.01; number 5, N, carries -0.06; number 6, C, carries -1.06; number 7, S, carries 0.68; number 8, S, carries 0.86; number 9, C, carries -0.44; number 10, C, carries -0.29; number 11, C, carries -0.06; number 12, C, carries -0.10; number 13, C, carries -0.12; number 14, C, carries -0.11; number 15, C, carries -0.06; number 16, C, carries -0.11; number 17, C, carries -0.07; number 18, C, carries -0.14; number 19, C, carries -0.13; number 20, C, carries -0.03; number 21, C, carries -0.35; number 22, O, carries -0.10; number 23, H, carries 0.05; number 24, H, carries 0.08; number 25, H, carries 0.08; number 26, H, carries 0.07; number 27, H, carries 0.07; number 28, H, carries 0.10; number 29, H, carries 0.09; number 30, H, carries 0.09; number 31, H, carries 0.10; number 32, H, carries 0.12; number 33, H, carries 0.08; number 34, H, carries 0.08; number 35, H, carries 0.09; number 36, H, carries 0.11; number 37, S, carries 1.08; number 38, C, carries -0.47; number 39, C, carries -0.12; number 40, C, carries -0.12; number 41, C, carries -0.09; number 42, C, carries 0.01; number 43, C, carries -0.27; number 44, N, carries 0.04; number 45, C, carries -0.50; number 46, C, carries -0.24; number 47, C, carries -0.08; number 48, C, carries -0.13; number 49, C, carries -0.11; number 50, C, carries -0.13; number 51, C, carries -0.15; number 52, H, carries 0.09; number 53, H, carries 0.09; number 54, H, carries 0.10; number 55, H, carries 0.09; number 56, H, carries 0.08; number 57, H, carries 0.08; number 58, H, carries 0.09; number 59, H, carries 0.06; number 60, C, carries -0.02; number 61, C, carries -0.73; number 62, O, carries -0.11; number 63, N, carries -0.09; number 64, Te, carries 1.58; number 65, C, carries -0.41; number 66, C, carries -0.32; number 67, C, carries -0.08; number 68, C, carries -0.04; number 69, C, carries -0.29; number 70, C, carries -0.07; number 71, C, carries -0.04; number 72, C, carries -0.30; number 73, C, carries -0.07; number 74, C, carries -0.39; number 75, C, carries -0.30; number 76, C, carries -0.08; number 77, C, carries -0.04; number 78, C, carries -0.30; number 79, C, carries -0.07; number 80, C, carries -0.05; number 81, C, carries -0.30; number 82, C, carries -0.08; number 83, H, carries 0.07; number 84, H, carries 0.05; number 85, H, carries 0.07; number 86, H, carries 0.04; number 87, H, carries 0.08; number 88, H, carries 0.07; number 89, H, carries 0.10; number 90, H, carries 0.06; number 91, H, carries 0.07; number 92, H, carries 0.07; number 93, H, carries 0.11; number 94, H, carries 0.07; number 95, H, carries 0.08; number 96, H, carries 0.04; number 97, H, carries 0.02; number 98, H, carries 0.08; number 99, H, carries 0.08

***

no.,DFT total energy (Ha)
1,-966.1673
2,-4991.2718